Record 1
Density functional theory data (ωB97M-V with the def2-TZVPD basis set) for a molecular structure, C27H26N3O6SeW.

Orbital gap (spin up / spin down)   6.6 / 6.9 eV

The geometry in ORCA input format:
```
! RIJCOSX wB97M-V def2-TZVPD def2/J DEFGRID3
* xyz 1 3
W -1.73 -0.75 -0.01
O -1.39 -0.24 -4.08
C -1.79 -0.10 -2.97
O -1.59 -0.99 -1.98
C -2.52 1.16 -2.52
C -1.61 1.92 -1.54
C -2.07 3.35 -1.33
C -3.39 3.17 -0.52
C -3.47 1.67 -0.35
O -2.01 1.31 -0.23
C -3.83 0.96 -1.66
C -4.19 -0.52 -1.44
O -4.90 -1.12 -2.18
O -3.62 -1.07 -0.33
H -2.71 1.76 -3.41
H -0.55 1.77 -1.68
H -2.22 3.85 -2.29
H -1.33 3.91 -0.76
H -4.26 3.55 -1.05
H -3.33 3.67 0.45
H -3.98 1.31 0.54
H -4.68 1.42 -2.15
Se -1.91 -0.60 2.44
C -1.79 -2.47 2.86
C -2.38 -3.42 2.03
C -2.21 -4.77 2.29
C -1.46 -5.18 3.38
C -0.89 -4.23 4.22
C -1.05 -2.88 3.96
H -3.02 -3.10 1.21
H -2.68 -5.51 1.64
H -1.33 -6.23 3.58
H -0.32 -4.55 5.08
H -0.60 -2.14 4.62
C 3.97 0.21 -3.90
C 3.77 0.86 -2.56
C 2.94 1.97 -2.40
C 2.73 2.54 -1.16
C 3.36 2.02 -0.03
N 3.08 2.62 1.24
C 3.01 2.02 2.47
O 3.16 2.62 3.51
N 2.70 0.64 2.52
C 1.87 -0.12 1.73
C 1.76 -1.50 1.97
C 1.02 -2.29 1.14
C 0.38 -1.70 0.03
N 0.41 -0.34 -0.14
C 1.07 0.43 0.71
C 4.22 0.95 -0.17
C 4.41 0.37 -1.42
H 3.87 0.94 -4.71
H 3.21 -0.56 -4.07
H 4.95 -0.25 -3.98
H 2.46 2.40 -3.28
H 2.07 3.40 -1.05
H 3.23 3.61 1.32
H 2.93 0.26 3.42
H 2.30 -1.94 2.81
H 0.96 -3.36 1.29
H 0.19 -2.30 -0.86
H 0.95 1.49 0.60
H 4.76 0.56 0.69
H 5.08 -0.47 -1.52
*
```

=====

Record 2
Density functional theory data (ωB97M-V with the def2-TZVPD basis set) for a molecular structure, C27H27AlBN5O4 at a distorted geometry.

Orbital gap   7.8 eV

The geometry in ORCA input format:
```
! RIJCOSX wB97M-V def2-TZVPD def2/J DEFGRID3
* xyz 0 1
Al -0.11 -0.22 0.09
O -1.84 -0.23 0.51
C -2.67 -0.51 1.49
C -4.05 -0.64 1.25
C -4.93 -0.90 2.28
C -4.46 -1.05 3.58
C -3.11 -0.96 3.83
C -2.20 -0.69 2.81
C -0.78 -0.72 3.09
N 0.12 -0.52 2.20
N 1.42 -0.74 2.57
C 2.17 -0.63 1.51
O 1.71 -0.31 0.35
C 3.62 -0.89 1.64
C 4.27 -0.82 2.87
C 5.63 -1.06 2.96
C 6.35 -1.39 1.82
C 5.71 -1.48 0.59
C 4.35 -1.22 0.50
H -4.40 -0.54 0.23
H -5.98 -1.01 2.07
H -5.15 -1.27 4.39
H -2.73 -1.09 4.84
H -0.47 -0.99 4.10
H 3.69 -0.57 3.75
H 6.13 -1.00 3.91
H 7.41 -1.59 1.89
H 6.27 -1.74 -0.30
H 3.83 -1.27 -0.45
C -3.16 4.12 0.37
C -3.47 2.90 -0.47
N -2.24 2.22 -0.85
C -0.99 2.61 -0.47
N 0.01 1.73 -0.47
C 1.34 2.35 -0.46
C 1.41 3.40 0.63
C 0.44 4.50 0.24
N -0.82 3.93 -0.22
C -1.98 4.81 -0.28
H -2.88 3.81 1.38
H -4.03 4.78 0.43
H -4.00 3.20 -1.38
H -4.11 2.20 0.08
H -2.30 1.21 -0.91
H 1.53 2.82 -1.43
H 2.07 1.57 -0.31
H 2.41 3.80 0.74
H 1.11 2.94 1.58
H 0.88 5.09 -0.57
H 0.24 5.17 1.08
H -2.22 5.06 -1.32
H -1.72 5.73 0.24
O -0.31 -2.94 -2.06
B -0.18 -1.93 -1.11
O 0.00 -2.54 0.16
C -0.02 -3.90 -0.04
C 0.13 -4.93 0.87
C 0.06 -6.22 0.36
C -0.15 -6.46 -0.99
C -0.29 -5.41 -1.90
C -0.22 -4.13 -1.40
H 0.30 -4.72 1.92
H 0.18 -7.06 1.04
H -0.20 -7.48 -1.34
H -0.44 -5.60 -2.95
*
```

=====

Record 3
Density functional theory data (ωB97M-V with the def2-TZVPD basis set) for a molecular structure, C27H27As2N3O12RhS2.

Orbital gap (spin up / spin down)   8.5 / 5.1 eV

The geometry in ORCA input format:
```
! RIJCOSX wB97M-V def2-TZVPD def2/J DEFGRID3
* xyz 1 5
Rh 1.15 2.07 0.71
S 3.21 3.23 -0.49
C 3.49 1.62 -0.79
N 2.67 0.70 -0.24
C 2.98 -0.55 -0.59
C 2.29 -1.72 -0.21
C 2.75 -2.92 -0.66
C 3.89 -2.99 -1.51
C 4.58 -1.87 -1.91
C 4.12 -0.63 -1.45
S 4.73 0.93 -1.79
H 1.40 -1.65 0.41
H 2.22 -3.82 -0.41
H 4.23 -3.96 -1.85
H 5.44 -1.94 -2.56
C 4.37 1.88 3.09
C 3.01 2.26 3.54
N 1.93 2.35 2.79
C 0.89 2.70 3.62
C 1.36 2.84 4.90
N 2.69 2.55 4.82
C 0.78 3.19 6.23
O -0.50 3.45 6.28
O 1.52 3.20 7.18
C -0.47 2.89 3.06
O -1.41 3.22 3.78
O -0.55 2.70 1.78
H 4.42 1.94 2.00
H 4.61 0.86 3.39
H 5.13 2.54 3.51
H 3.30 2.58 5.63
H -0.94 3.38 5.38
C -3.11 -4.22 2.03
O -2.56 -3.48 0.92
C -3.26 -2.41 0.54
O -4.28 -2.04 1.08
C -2.71 -1.74 -0.67
C -1.93 -2.37 -1.55
As -1.57 -1.57 -3.31
C 0.16 -2.39 -3.71
C -0.99 0.15 -2.58
C -1.74 0.78 -1.68
As -3.42 0.07 -0.94
C -3.16 0.72 0.90
C -1.35 2.15 -1.27
O -0.18 2.49 -1.05
O -2.36 2.97 -1.18
C -2.08 4.31 -0.70
C 0.28 0.72 -3.16
O 1.36 0.34 -2.79
O 0.19 1.62 -4.14
C -1.09 2.05 -4.63
C -1.28 -3.70 -1.34
O -0.15 -3.77 -0.93
O -1.91 -4.80 -1.77
C -3.29 -4.72 -2.14
H -2.43 -5.04 2.20
H -4.11 -4.58 1.79
H -3.17 -3.58 2.91
H -0.01 -3.44 -3.94
H 0.86 -2.29 -2.89
H 0.56 -1.91 -4.60
H -2.25 0.31 1.34
H -4.02 0.39 1.49
H -3.11 1.80 0.91
H -3.04 4.82 -0.70
H -1.38 4.81 -1.38
H -1.66 4.25 0.30
H -0.89 2.57 -5.56
H -1.57 2.73 -3.92
H -1.75 1.20 -4.82
H -3.55 -5.72 -2.48
H -3.45 -4.01 -2.95
H -3.91 -4.46 -1.29
*
```

=====

Record 4
Density functional theory data (ωB97M-V with the def2-TZVPD basis set) for a molecular structure, C27H27AsNO6S2SeV at a distorted geometry.

Orbital gap (spin up / spin down)   7.7 / 7.9 eV

The geometry in ORCA input format:
```
! RIJCOSX wB97M-V def2-TZVPD def2/J DEFGRID3
* xyz 0 3
V 0.41 0.90 1.03
O -0.07 3.44 3.56
As 0.79 1.86 3.67
O 1.68 -0.21 0.94
O -0.19 0.74 2.78
C 2.26 2.36 2.42
C 3.52 2.19 3.01
C 4.68 2.55 2.35
C 4.62 3.06 1.06
C 3.39 3.22 0.45
C 2.22 2.90 1.13
S 0.75 3.02 0.09
O 0.75 4.28 -0.58
O 0.90 1.83 -0.78
O -0.44 2.74 0.92
H -1.01 3.33 3.73
H 3.55 1.79 4.02
H 5.63 2.42 2.84
H 5.52 3.33 0.53
H 3.31 3.63 -0.55
C 8.32 0.59 0.24
C 6.88 0.21 0.07
C 6.18 0.47 -1.10
C 4.85 0.10 -1.25
C 4.13 0.42 -2.54
C 4.20 -0.55 -0.20
Se 2.36 -1.10 -0.42
C 4.88 -0.83 1.00
C 4.25 -1.57 2.14
C 6.20 -0.43 1.11
H 8.69 1.12 -0.64
H 8.93 -0.30 0.38
H 8.46 1.23 1.11
H 6.69 0.97 -1.92
H 4.72 1.10 -3.15
H 3.16 0.87 -2.33
H 3.96 -0.49 -3.12
H 3.29 -1.14 2.42
H 4.90 -1.56 3.02
H 4.07 -2.61 1.85
H 6.74 -0.64 2.03
N -1.16 -0.09 0.52
S -2.43 0.30 1.44
C -3.41 1.44 0.45
C -3.51 2.76 0.89
C -4.22 3.67 0.13
C -4.83 3.28 -1.05
C -4.71 1.96 -1.49
C -3.99 1.04 -0.75
C -3.53 -1.13 1.25
C -3.03 -2.29 0.70
C -3.88 -3.39 0.55
C -5.20 -3.31 0.97
C -5.68 -2.14 1.55
C -4.85 -1.05 1.69
H -1.39 -0.05 -0.47
H -3.00 3.06 1.80
H -4.30 4.70 0.46
H -5.39 3.99 -1.64
H -5.17 1.66 -2.42
H -3.89 0.02 -1.09
H -1.99 -2.34 0.40
H -3.50 -4.30 0.10
H -5.85 -4.16 0.85
H -6.70 -2.09 1.89
H -5.21 -0.13 2.14
*
```

=====

Record 5
Density functional theory data (ωB97M-V with the def2-TZVPD basis set) for a molecular structure, C27H27BaN6O2S.

Orbital gap (spin up / spin down)   5.9 / 7.7 eV

The geometry in ORCA input format:
```
! RIJCOSX wB97M-V def2-TZVPD def2/J DEFGRID3
* xyz 0 2
Ba 0.58 0.48 0.03
C 2.14 -2.50 -1.20
C 1.10 -3.08 -0.47
C 1.10 -3.00 0.91
C 2.13 -2.36 1.58
C 3.17 -1.78 0.85
C 3.17 -1.85 -0.54
H 2.12 -2.53 -2.28
H 0.27 -3.55 -0.99
H 0.27 -3.42 1.47
H 2.12 -2.27 2.65
H 3.96 -1.25 1.37
H 3.96 -1.37 -1.10
O -0.75 -0.60 1.76
N -1.99 -0.78 2.17
C -2.17 -1.19 3.45
C -3.42 -1.41 3.95
C -4.52 -1.21 3.11
C -4.32 -0.79 1.82
C -3.02 -0.55 1.31
S -2.73 -0.01 -0.28
H -1.25 -1.30 3.99
H -3.54 -1.73 4.97
H -5.53 -1.38 3.47
H -5.14 -0.62 1.14
C 1.01 3.51 5.24
C 1.75 4.38 4.44
C 2.14 4.02 3.16
C 1.80 2.75 2.66
C 1.06 1.88 3.47
C 0.67 2.26 4.75
N 2.15 2.31 1.38
N 3.01 3.12 0.78
C 3.37 2.76 -0.47
C 4.31 3.59 -1.14
C 4.72 3.27 -2.40
C 4.20 2.13 -3.03
C 3.27 1.38 -2.34
N 2.88 1.67 -1.10
H 0.71 3.81 6.24
H 2.02 5.36 4.82
H 2.71 4.69 2.54
H 0.80 0.90 3.10
H 0.10 1.57 5.36
H 4.67 4.47 -0.62
H 5.44 3.90 -2.92
H 4.50 1.85 -4.03
H 2.82 0.49 -2.78
N 0.07 -0.59 -2.52
C -0.98 -0.92 -2.90
N -2.15 -1.30 -3.35
C -2.69 -2.60 -2.95
C -3.56 -3.12 -4.08
O -4.56 -2.18 -4.41
C -4.00 -0.95 -4.86
C -3.16 -0.32 -3.76
H -3.28 -2.48 -2.04
H -1.86 -3.28 -2.75
H -4.07 -4.03 -3.78
H -2.93 -3.33 -4.96
H -4.83 -0.31 -5.12
H -3.39 -1.13 -5.75
H -3.78 -0.05 -2.90
H -2.65 0.58 -4.12
*
```

=====

Record 6
Density functional theory data (ωB97M-V with the def2-TZVPD basis set) for a molecular structure, C27H27Br2F6GeMnN3O5S2Se.

Orbital gap (spin up / spin down)   6.0 / 6.2 eV

The geometry in ORCA input format:
```
! RIJCOSX wB97M-V def2-TZVPD def2/J DEFGRID3
* xyz -2 6
Mn -1.29 -2.09 -0.04
F -0.53 -2.17 6.34
C -0.28 -2.77 5.16
F -1.44 -3.13 4.63
F 0.45 -3.86 5.41
S 0.65 -1.62 4.06
O 0.87 -2.32 2.83
O 1.76 -1.23 4.87
N -0.35 -0.40 3.95
S -1.44 -0.12 2.87
O -1.84 -1.17 1.96
O -1.29 1.20 2.31
C -2.92 0.05 3.96
F -2.70 0.94 4.93
F -3.95 0.51 3.23
F -3.27 -1.10 4.51
Br -0.94 -3.34 -2.19
C -3.33 -2.56 -0.42
Br -4.73 -1.51 0.48
H -3.50 -3.59 -0.13
H -3.52 -2.41 -1.48
C 0.70 -1.53 -0.38
Ge 1.69 0.09 -0.58
C 2.77 0.64 0.98
C 2.34 1.47 2.01
C 3.16 1.77 3.09
C 4.44 1.24 3.16
C 4.89 0.40 2.16
C 4.06 0.10 1.08
C 3.06 -0.19 -1.99
C 4.03 0.77 -2.27
C 4.97 0.58 -3.27
C 4.95 -0.59 -4.02
C 3.99 -1.56 -3.76
C 3.05 -1.36 -2.75
C 0.69 1.64 -1.32
C 0.12 2.66 -0.56
C -0.55 3.72 -1.16
C -0.68 3.76 -2.55
C -0.14 2.75 -3.32
C 0.54 1.70 -2.71
H 1.42 -2.35 -0.27
H 1.33 1.86 2.01
H 2.78 2.39 3.89
H 5.07 1.45 4.02
H 5.88 -0.05 2.21
H 4.43 -0.56 0.30
H 4.05 1.69 -1.69
H 5.72 1.34 -3.47
H 5.68 -0.75 -4.80
H 3.97 -2.47 -4.34
H 2.30 -2.11 -2.56
H 0.17 2.62 0.52
H -0.98 4.50 -0.55
H -1.21 4.59 -3.02
H -0.25 2.76 -4.40
H 0.97 0.92 -3.33
C -2.31 -0.16 -3.27
N -3.03 0.71 -2.35
C -4.16 1.44 -2.86
C -2.71 0.72 -1.03
C -3.44 1.70 -0.16
O -1.84 -0.01 -0.56
H -2.02 0.42 -4.15
H -2.93 -1.01 -3.58
H -1.42 -0.55 -2.79
H -4.19 1.32 -3.94
H -4.08 2.51 -2.64
H -5.11 1.07 -2.45
H -3.41 2.71 -0.57
H -2.98 1.68 0.82
H -4.49 1.39 -0.06
Se -1.23 -4.78 1.14
C -2.76 -5.07 2.09
N -3.72 -5.28 2.71
*
```

=====

Record 7
Density functional theory data (ωB97M-V with the def2-TZVPD basis set) for a molecular structure, C27H27BrCrF6N2O5S3.

Orbital gap (spin up / spin down)   7.1 / 7.1 eV

The geometry in ORCA input format:
```
! RIJCOSX wB97M-V def2-TZVPD def2/J DEFGRID3
* xyz -2 5
Cr 1.43 -1.47 1.72
F 5.06 -2.41 3.98
C 3.79 -2.62 3.65
F 3.63 -2.11 2.38
F 3.59 -3.93 3.56
S 2.61 -1.76 4.82
O 1.49 -1.53 3.90
O 2.45 -2.76 5.84
N 3.23 -0.45 5.31
S 2.43 1.55 2.70
O 1.93 2.76 2.05
O 2.21 0.33 1.79
C 4.27 1.68 2.31
F 4.94 0.58 2.66
F 4.80 2.72 2.99
F 4.50 1.89 1.01
C -3.82 3.10 -1.95
C -3.26 3.32 -0.54
C -4.41 3.75 0.37
C -2.22 4.45 -0.61
C -2.60 2.06 0.01
C -2.03 2.08 1.29
C -1.38 0.97 1.77
Br -0.77 1.00 3.56
C -1.18 -0.20 1.01
O -0.42 -1.17 1.49
C -1.87 -0.28 -0.22
C -2.53 0.86 -0.68
C -2.01 -1.54 -1.09
C -1.47 -1.28 -2.51
C -3.51 -1.88 -1.18
C -1.31 -2.80 -0.56
H -4.27 4.03 -2.31
H -4.59 2.33 -1.95
H -3.04 2.81 -2.65
H -4.89 4.66 -0.01
H -4.06 3.96 1.39
H -5.17 2.97 0.43
H -2.68 5.37 -0.99
H -1.40 4.17 -1.28
H -1.79 4.65 0.37
H -2.09 2.96 1.92
H -3.00 0.80 -1.65
H -2.00 -0.46 -3.00
H -1.59 -2.18 -3.12
H -0.41 -1.02 -2.48
H -4.09 -1.07 -1.62
H -3.91 -2.09 -0.19
H -3.65 -2.77 -1.80
H -0.23 -2.69 -0.55
H -1.55 -3.63 -1.22
H -1.62 -3.05 0.45
S 0.45 -6.17 1.64
C 0.82 -4.59 1.72
N 1.08 -3.45 1.77
C 1.46 1.39 -3.28
C 1.04 1.63 -1.95
C 1.24 0.69 -0.98
C 1.88 -0.55 -1.25
C 2.05 -1.57 -0.25
C 2.71 -2.71 -0.63
C 3.19 -2.92 -1.95
C 2.99 -1.98 -2.91
C 2.32 -0.77 -2.59
C 2.09 0.22 -3.58
H 1.29 2.13 -4.05
H 0.56 2.56 -1.70
H 0.94 0.91 0.03
H 2.86 -3.51 0.08
H 3.71 -3.84 -2.18
H 3.33 -2.13 -3.93
H 2.44 0.02 -4.59
*
```

=====

Going through the records in order, we get calculated total energy values of -112343.1694, -51357.4980, -203826.7385, -215755.4549, -53001.5337, -374388.9656, -188932.5923 eV.